[1]
Density functional theory data (ωB97M-V with the def2-TZVPD basis set) for a cluster of 13 separate species, C4H36N3O13 in total.

The geometry in XYZ format:
```
56
Properties=species:S:1:pos:R:3:forces:R:3
C -2.513 -0.115 0.440 1.244 0.660 -0.243
N -1.956 0.121 -0.917 0.450 0.765 -0.092
C -1.869 -1.093 -1.688 -0.924 -0.051 1.036
O -3.233 -1.606 -1.724 0.854 -1.057 -0.579
C -1.319 -0.542 1.310 -0.905 0.574 0.328
N -0.364 0.560 1.542 0.443 -0.892 -0.066
C 1.017 0.132 1.247 -0.087 0.471 1.145
N 1.423 0.292 -0.159 -0.156 0.486 -0.046
H -3.316 -0.824 0.399 -0.248 -0.741 0.139
H -3.001 0.805 0.791 0.440 -0.043 0.054
H -2.474 0.860 -1.383 -0.051 -0.380 -0.149
H -1.195 -1.797 -1.175 -0.544 0.371 -0.195
H -1.430 -1.019 -2.689 -0.554 0.657 0.172
H -0.814 -1.371 0.844 0.180 -0.146 -0.592
H -1.596 -0.978 2.275 -0.395 0.397 0.000
H -0.517 1.381 0.961 -0.430 -0.185 -0.072
H 1.158 -0.906 1.493 -0.185 -0.298 0.261
H 1.595 0.704 1.991 0.506 0.108 -0.877
H 1.407 -0.611 -0.639 -0.112 0.157 0.316
H 0.670 0.845 -0.581 0.287 -0.225 -0.062
H -3.167 -2.483 -1.317 -0.129 0.031 -0.249
H -0.849 -4.766 -0.720 -0.275 -0.195 -0.318
O -1.170 -3.863 -0.803 0.205 -0.241 0.698
H -0.621 3.928 -0.317 0.220 -0.151 0.079
H -0.333 2.948 -1.476 0.130 0.103 0.221
O -0.072 3.165 -0.549 -0.345 0.148 -0.102
H 1.030 -3.616 1.244 0.354 -0.266 -0.209
H -0.530 -3.441 -0.133 -0.086 0.063 -0.576
O 0.793 -2.923 0.621 -0.030 -0.725 0.170
H -0.756 1.576 3.365 -0.281 0.032 -0.132
H -0.324 2.988 3.529 -0.241 0.147 0.022
O -1.098 2.431 3.709 0.771 -0.383 0.021
H 1.478 3.232 0.924 0.585 -0.344 -0.273
H 2.679 3.154 2.042 -0.069 -0.391 -0.951
O 1.784 3.422 1.815 -0.694 0.728 1.163
H 1.849 1.266 -2.138 0.289 -0.142 0.264
H 1.312 0.260 -3.155 0.065 -0.443 0.042
O 1.726 1.136 -3.084 0.146 0.552 -0.217
H 1.722 -3.135 -0.482 0.275 0.908 -0.517
H 3.149 -2.577 -1.113 0.062 0.021 0.248
O 2.303 -2.955 -1.357 -0.248 -0.486 -0.089
H 1.458 -2.049 -2.524 -0.275 -0.037 0.145
H 0.408 -1.941 -3.696 0.006 -0.233 -0.046
O 0.813 -1.448 -2.983 0.391 0.153 -0.124
H 0.057 -2.738 2.184 0.165 0.999 1.384
H 0.573 -3.138 3.594 0.020 0.020 0.142
O 0.086 -2.435 3.156 -0.272 -0.738 -0.941
H -0.945 1.800 -3.356 -0.157 -0.085 0.018
H 0.458 2.347 -3.263 -0.316 -0.126 -0.160
O -0.487 2.635 -3.232 0.225 0.167 0.033
H -2.098 2.733 2.274 -0.179 0.562 -0.048
H -2.298 2.862 0.757 -0.046 0.054 0.078
O -2.584 3.253 1.591 0.095 -0.298 -0.204
H 3.347 1.212 0.434 -0.413 0.192 -0.190
H 4.528 0.753 1.201 0.245 0.083 0.200
O 4.108 1.571 0.920 -0.002 -0.305 -0.058
```
Forces are in eV/Å.

Properties
total energy = -35822.98709 eV
total charge = -1

Results of the Mulliken charge analysis, in e, for atoms 1 through 8:
1. C -1.412
2. N 0.073
3. C 0.107
4. O -0.608
5. C 0.862
6. N 0.037
7. C -1.048
8. N -0.209

---

[2]
Density functional theory data (ωB97M-V with the def2-TZVPD basis set) for an isolated molecule of C2H7N3O2.

The geometry in XYZ format:
```
14
Properties=species:S:1:pos:R:3:forces:R:3
C -0.099 -1.449 -1.042 -0.102 0.110 0.366
C -0.043 -0.985 0.222 0.818 -1.132 -1.124
N 0.222 -1.789 1.320 0.116 0.192 0.423
N -0.339 0.344 0.493 -1.096 3.192 -0.513
O 0.197 0.779 1.722 0.378 -0.286 -0.976
O 0.289 1.162 -0.726 0.404 -1.101 0.793
N -0.345 2.350 -1.048 -0.703 -0.137 1.054
H -0.441 -0.849 -1.862 0.129 0.229 -0.019
H 0.153 -2.471 -1.265 -0.063 -0.239 0.174
H 0.718 -2.637 1.095 -0.087 0.039 -0.049
H 0.615 -1.303 2.113 0.012 -0.043 -0.086
H -0.377 1.508 1.992 -0.130 -0.189 -0.238
H 0.346 3.092 -1.118 -0.005 -0.417 0.061
H -0.896 2.248 -1.897 0.327 -0.218 0.135
```
Forces are in eV/Å.

Properties
SMILES = C=C(N)N(O)ON
total energy = -10747.31270 eV

Results of the Mulliken charge analysis, in e, for atoms 1 through 8:
1. C -0.928
2. C 0.553
3. N -0.481
4. N 0.119
5. O -0.467
6. O -0.194
7. N -0.422
8. H 0.236

---

[3]
Density functional theory data (ωB97M-V with the def2-TZVPD basis set) for a structure of composition C23H29BeCl2IN4OS2.

The geometry in XYZ format:
```
63
Properties=species:S:1:pos:R:3:forces:R:3
Be -1.544 -0.284 1.395 0.046 0.117 -0.045
I -4.777 -0.844 0.902 -0.042 -0.067 0.042
C -3.305 -1.317 -0.492 -0.009 0.015 -0.006
C -3.622 -2.047 -1.626 -0.002 -0.002 -0.001
C -2.607 -2.323 -2.526 -0.004 0.001 -0.001
C -1.323 -1.867 -2.266 0.000 0.009 0.011
C -1.095 -1.160 -1.104 0.007 -0.008 -0.025
N -2.077 -0.884 -0.233 0.021 -0.003 0.024
H -4.634 -2.387 -1.788 -0.003 -0.002 -0.002
H -2.820 -2.893 -3.421 -0.002 -0.003 -0.003
H -0.506 -2.066 -2.943 0.005 -0.004 -0.004
H -0.115 -0.793 -0.824 -0.004 -0.003 -0.003
C -3.775 1.661 -2.344 -0.006 0.002 -0.008
C -3.649 2.999 -1.625 0.009 0.003 -0.004
C -3.304 2.851 -0.146 0.042 0.035 -0.016
S -1.631 2.196 0.091 -0.084 -0.088 0.071
O -1.742 1.344 1.365 0.080 -0.023 0.022
C -0.797 3.676 0.672 -0.031 0.018 -0.061
C -0.633 4.709 -0.437 0.010 0.021 0.038
C 0.250 4.231 -1.586 -0.020 0.003 -0.023
H -4.020 1.806 -3.396 -0.009 0.002 -0.003
H -4.560 1.052 -1.892 0.002 0.006 -0.003
H -2.841 1.096 -2.297 0.009 -0.018 -0.003
H -4.592 3.547 -1.690 -0.002 -0.004 -0.006
H -2.901 3.622 -2.122 -0.003 0.002 -0.001
H -3.937 2.107 0.343 -0.005 0.016 -0.031
H -3.391 3.792 0.398 0.005 -0.016 0.029
H 0.171 3.317 1.019 0.010 -0.003 0.023
H -1.376 4.044 1.521 -0.001 -0.026 0.011
H -0.192 5.595 0.024 0.006 0.000 -0.013
H -1.611 5.025 -0.810 -0.001 0.005 0.022
H 1.231 3.923 -1.225 0.003 0.002 0.016
H 0.377 5.024 -2.323 0.020 -0.001 -0.006
H -0.181 3.366 -2.094 -0.009 0.004 -0.014
Cl 0.831 -3.235 1.042 0.038 0.029 0.035
C 0.303 -3.237 2.733 0.051 -0.014 -0.099
C 0.804 -4.223 3.556 -0.001 0.011 -0.009
C 0.367 -4.309 4.870 -0.031 0.032 0.026
C -0.592 -3.394 5.306 0.032 -0.051 0.021
C -1.075 -2.421 4.466 -0.009 0.038 -0.065
Cl -2.288 -1.321 5.071 -0.009 0.007 0.012
C -0.652 -2.233 3.100 0.007 -0.101 0.105
N -1.079 -1.302 2.311 -0.075 0.084 -0.058
H 1.522 -4.930 3.162 0.001 -0.001 -0.001
H 0.747 -5.073 5.533 0.000 -0.006 0.006
H -0.970 -3.440 6.319 -0.002 0.000 0.006
C 4.419 -2.996 0.379 -0.011 0.017 -0.009
C 4.205 -1.647 -0.221 0.028 -0.010 -0.020
C 5.015 -1.066 -1.159 -0.020 -0.057 0.054
C 4.657 0.210 -1.631 -0.025 0.073 -0.018
N 3.601 0.874 -1.200 0.015 -0.024 -0.067
C 2.811 0.318 -0.259 -0.004 -0.015 0.276
S 1.498 1.064 0.459 0.009 0.066 -0.160
N 3.132 -0.948 0.191 -0.059 -0.073 -0.019
C 5.485 0.894 -2.675 0.005 -0.012 0.000
H 5.352 -3.427 0.026 -0.002 0.006 0.006
H 3.591 -3.657 0.123 -0.018 -0.018 -0.011
H 4.439 -2.927 1.468 0.020 0.005 0.008
H 5.894 -1.576 -1.522 0.005 -0.006 0.004
H 2.478 -1.365 0.855 0.021 0.025 -0.050
H 6.377 0.324 -2.928 0.000 0.000 -0.001
H 5.773 1.883 -2.319 -0.001 0.003 0.001
H 4.885 1.037 -3.574 -0.003 0.002 -0.004
```
Forces are in eV/Å.

Properties
total energy = -87548.72012 eV

Results of the Mulliken charge analysis, in e, for atoms 1 through 8:
1. Be -1.710
2. I 0.137
3. C -0.115
4. C -0.375
5. C -0.413
6. C -0.720
7. C 0.109
8. N 0.198

---

Number 1: LUMO energy 2.6630 eV. Number 2: LUMO energy 0.9070 eV. Number 3: LUMO energy 0.0836 eV.